Record 1
Computed, not measured: a single C3H5FOS molecule at a distorted geometry, with ωB97M-V/def2-TZVPD.

Computed properties:
Kohn-Sham gap ... 9.165 eV
E ... -18791.4843 eV
Molecular weight ... 108.137 g/mol
SMILES string ... C[C@H](F)C(O)=S
E_HOMO ... -9.016 eV
Net charge ... 0
LUMO energy ... 0.15 eV
Max |F| ... 0.0511 hartree/bohr
Energy above the lowest of the compared OMol25 structures with the same formula, charge and spin ... 9.6 kcal per mole

Each line ends with the Löwdin charge.
Geometry (Å):
C 0.975883 0.882229 -0.276429  -0.05
C -0.012492 -0.225337 -0.501386  -0.49
C -1.087672 -0.335782 0.528899  -0.82
H 0.504910 1.936210 -0.431589  0.12
H 1.737299 0.729128 -1.002855  0.06
H 1.347546 0.853385 0.791577  0.11
H 0.533737 -1.242606 -0.557440  0.16
H -0.187251 -1.945909 1.125448  0.13
O -0.995139 -1.412673 1.332488  0.00
F -0.561030 -0.029422 -1.724180  0.00
S -2.255790 0.790776 0.715468  0.76

Cartesian forces, eV/Å:
C -0.8 1.8 1.7
C 1.1 -1.3 0.0
C -1.0 0.4 0.9
H 0.6 -2.0 0.2
H 1.0 0.2 -0.3
H -0.1 0.0 -1.3
H -0.6 1.3 0.1
H -0.9 0.6 0.1
O 0.7 -0.2 -0.2
F -0.6 0.0 -1.1
S 0.6 -0.8 -0.1

Record 2
Computed, not measured: 2 unconnected molecules or ions with the total composition CH3O2S at a distorted geometry, with ωB97M-V/def2-TZVPD.

Computed properties:
Kohn-Sham gap ... 7.448 eV
E ... -16017.4173 eV
Molecular weight ... 79.100 g/mol
E_HOMO ... -3.400 eV
Net charge ... -1
LUMO energy ... 4.05 eV
Max |F| ... 0.0421 hartree/bohr
Energy above the lowest of the compared OMol25 structures with the same formula, charge and spin ... 8.4 kcal per mole

Each line ends with the Löwdin charge.
Geometry (Å):
S 1.487884 0.985837 1.469401  -0.20
H 2.879319 1.098630 1.091261  -0.36
O -1.923710 -0.928715 -1.617731  0.02
C -1.065858 -0.523708 -0.881560  -0.45
O -0.982555 -0.618884 0.443756  -0.01
H -0.152251 -0.004909 -1.245650  0.12
H -0.242832 -0.008252 0.740522  -0.11

Cartesian forces, eV/Å:
S 1.9 0.4 -0.3
H -2.1 -0.3 0.3
O -0.4 -0.4 0.5
C 1.6 0.7 0.2
O -1.0 0.0 -0.4
H -0.3 0.0 -0.3
H 0.4 -0.5 -0.1

Record 3
Computed, not measured: 2 unconnected molecules or ions with the total composition C11H15N at a distorted geometry, with ωB97M-V/def2-TZVPD.

Computed properties:
Kohn-Sham gap ... 8.684 eV
E ... -13140.0669 eV
Molecular weight ... 161.248 g/mol
SMILES string ... Cc1c[nH]c2ccccc12.CC
E_HOMO ... -7.768 eV
Net charge ... 0
LUMO energy ... 0.92 eV
Max |F| ... 0.0394 hartree/bohr
Energy above the lowest of the compared OMol25 structures with the same formula, charge and spin ... 16.7 kcal per mole

Each line ends with the Löwdin charge.
Geometry (Å):
C 1.663792 0.851791 -1.968815  -0.05
C 0.445770 -1.424087 0.779316  -0.21
C 0.366673 -0.921029 -0.562387  -0.16
C 1.372058 0.090566 -0.732577  -0.24
C 1.997251 0.169155 0.480350  -0.07
C -0.311386 -2.494748 1.166128  -0.03
C -1.188010 -3.080860 0.229177  -0.10
C -0.580289 -1.427407 -1.432212  -0.03
C -1.372999 -2.505740 -1.011268  -0.10
N 1.494002 -0.747588 1.372193  0.08
H 1.698808 -0.735362 2.337002  0.14
H -0.294556 -2.885967 2.176283  0.11
H 2.893139 0.714931 0.730310  0.12
H -1.706795 -3.953674 0.598574  0.10
H -0.550720 -1.053820 -2.447937  0.11
H 0.796637 0.840027 -2.630795  0.07
H 2.492690 0.480851 -2.577294  0.08
H -2.067420 -2.893870 -1.742421  0.09
H 1.928434 1.890813 -1.764682  0.08
C -1.494320 2.397757 0.195075  -0.15
C -0.872711 2.456287 1.620022  -0.15
H -1.498212 1.357096 -0.137887  0.05
H -2.436015 2.919914 0.075042  0.06
H -0.797689 2.828959 -0.529006  0.05
H -0.593599 1.452841 1.981961  0.05
H -1.532781 2.889165 2.358235  0.06
H 0.148250 2.784002 1.437613  0.05

Cartesian forces, eV/Å:
C 0.1 0.4 -0.6
C 0.8 0.8 -1.4
C -0.1 0.0 0.7
C 0.2 -0.2 1.0
C 0.4 0.0 -0.6
C -1.0 -0.8 0.0
C 0.5 0.7 1.5
C 0.1 -0.7 0.3
C 0.4 0.5 -1.3
N -0.6 0.0 -0.5
H 0.2 -0.1 0.8
H 0.2 -0.1 0.0
H -0.1 0.2 0.1
H -0.4 0.0 -0.4
H -0.5 -0.1 -0.1
H -0.1 0.2 0.1
H 0.0 -0.4 0.2
H -0.1 -0.3 0.2
H -0.2 0.0 0.1
C 1.0 -0.5 0.0
C 0.5 -1.5 -1.2
H -0.8 0.0 0.0
H -0.3 -0.3 0.1
H -0.1 0.4 0.1
H -0.8 -0.1 -0.1
H 0.5 0.7 0.2
H -0.1 1.3 0.9

Record 4
Computed, not measured: 2 unconnected molecules or ions with the total composition BrClH2O2Si at a distorted geometry, with ωB97M-V/def2-TZVPD.

Computed properties:
Kohn-Sham gap ... 10.379 eV
E ... -94572.5053 eV
Molecular weight ... 177.457 g/mol
SMILES string ... O=[Si](O)Br.Cl
E_HOMO ... -10.944 eV
Net charge ... 0
LUMO energy ... -0.57 eV
Max |F| ... 0.0618 hartree/bohr
Energy above the lowest of the compared OMol25 structures with the same formula, charge and spin ... 68.3 kcal per mole

Each line ends with the Löwdin charge.
Geometry (Å):
O 0.347748 -0.385983 1.413538  -0.35
O -0.108529 1.520130 -0.530458  -0.09
Si -0.512033 0.262365 0.326225  -0.04
Cl 1.842712 -2.123627 -0.469354  0.27
Br -2.454803 -0.374262 -0.355108  0.50
H 1.184179 -1.292737 0.282467  -0.33
H -0.299275 2.394112 -0.667307  0.04

Cartesian forces, eV/Å:
O -0.7 0.3 -0.6
O 1.2 -2.7 0.3
Si 0.0 0.0 0.6
Cl 0.2 -0.3 -0.6
Br -0.1 -0.2 0.1
H 0.2 -0.1 0.7
H -0.8 3.0 -0.5

Record 5
Computed, not measured: 2 unconnected molecules or ions with the total composition C6H14O, with ωB97M-V/def2-TZVPD.

Computed properties:
Kohn-Sham gap ... 7.766 eV
E ... -8490.9934 eV
Molecular weight ... 102.177 g/mol
E_HOMO ... -6.742 eV
Net charge ... 0
LUMO energy ... 1.02 eV
Max |F| ... 0.0063 hartree/bohr
Energy above the lowest of the compared OMol25 structures with the same formula, charge and spin ... 136.0 kcal per mole

Each line ends with the Löwdin charge.
Geometry (Å):
C 2.195803 0.852643 1.621000  -0.10
C 0.526464 -0.225531 2.292259  -0.13
C -0.648646 -0.017130 1.506554  -0.23
C -0.953239 -0.835504 0.283065  -0.20
C -0.824588 -0.051773 -1.019863  -0.27
O -1.168073 -0.888901 -2.096611  -0.19
C -1.044025 -0.240589 -3.332943  -0.13
H 2.819306 0.751306 2.512905  0.03
H 2.046392 1.916003 1.392505  0.03
H 2.647768 0.335301 0.769318  0.02
H 1.079481 -1.155804 2.180021  0.11
H 0.568385 0.219873 3.281567  0.10
H -1.347633 0.743654 1.840518  0.10
H 0.669752 0.610392 1.365875  0.11
H -1.972913 -1.242317 0.329240  0.12
H -0.282409 -1.704845 0.229032  0.12
H -1.482869 0.835711 -0.998483  0.13
H 0.211211 0.319978 -1.137443  0.12
H -1.694079 0.647280 -3.392389  0.09
H -1.340141 -0.950915 -4.109095  0.09
H -0.005948 0.081166 -3.517031  0.09

Cartesian forces, eV/Å:
C 0.2 0.1 -0.1
C 0.0 -0.1 0.1
C -0.2 0.0 0.0
C 0.0 -0.1 0.0
C 0.1 0.1 0.2
O 0.0 -0.1 0.0
C 0.0 0.1 -0.3
H -0.1 0.0 -0.1
H 0.0 -0.1 0.0
H -0.1 0.0 0.1
H -0.1 0.1 0.0
H 0.0 -0.1 -0.2
H 0.1 -0.1 0.0
H 0.2 0.2 0.0
H 0.1 0.1 0.0
H -0.1 0.1 0.0
H 0.1 -0.1 0.0
H -0.1 -0.1 0.0
H 0.1 -0.1 0.0
H 0.1 0.1 0.1
H -0.2 -0.1 0.0